# 1
An isolated molecule of C2H2FNO2 at a distorted geometry. Source: the Open Molecules 2025 dataset; level of theory: ωB97M-V/def2-TZVPD.

CARTESIAN COORDINATES (ANGSTROEM)
F  -0.039  2.340  -0.445
O  -1.817  0.462  1.049
O  1.837  -0.112  0.762
N  1.532  1.044  0.558
C  0.284  1.087  -0.186
C  -0.763  0.109  0.644
H  0.519  0.587  -1.104
H  -0.108  -0.721  0.763

Summary:
**F_max**: 3.67 eV/A
**Relative energy (zero: lowest compared OMol25 entry of this formula, charge and spin)**: 4.077 eV
**SMILES**: O=C[C@@H](F)N=O
**LUMO energy**: -0.8856 eV
**Gap between HOMO and LUMO**: 8.9 eV
**DFT total energy**: -382.38059 a.u.

# 2
A 2-piece molecular cluster, C2H2FO2P overall at a distorted geometry. Source: the Open Molecules 2025 dataset; level of theory: ωB97M-V/def2-TZVPD.

CARTESIAN COORDINATES (ANGSTROEM)
P  -0.981  -0.667  -1.295
F  1.344  1.321  -0.187
O  1.078  0.066  2.056
O  1.939  1.781  0.864
C  -0.108  -0.862  0.123
C  0.509  -0.242  1.060
H  -1.760  -1.700  -1.481
H  -2.021  0.302  -1.141

Summary:
**F_max**: 3.27 eV/A
**Relative energy (zero: lowest compared OMol25 entry of this formula, charge and spin)**: 9.648 eV
**LUMO energy (spin up / spin down)**: -2.1582 / -1.8472 eV
**Gap between HOMO and LUMO (spin up / spin down)**: 7.5 / 7.1 eV
**DFT total energy**: -668.78185 a.u.

# 3
C2H2HgO2 as an isolated structure at a distorted geometry. Source: the Open Molecules 2025 dataset; level of theory: ωB97M-V/def2-TZVPD.

CARTESIAN COORDINATES (ANGSTROEM)
Hg  1.026  1.160  -0.551
O  2.135  0.006  0.433
O  1.233  -0.985  -0.184
C  -1.088  0.613  -0.138
C  -0.665  -0.558  0.146
H  -0.711  -1.210  1.019
H  -1.930  0.974  -0.725

Summary:
**F_max**: 6.36 eV/A
**Relative energy (zero: lowest compared OMol25 entry of this formula, charge and spin)**: 2.762 eV
**LUMO energy (spin up / spin down)**: -1.3184 / -1.3163 eV
**Gap between HOMO and LUMO (spin up / spin down)**: 7.6 / 7.6 eV
**DFT total energy**: -380.94812 a.u.

# 4
A 3-piece molecular cluster, C2H2I2NO overall at a distorted geometry. Source: the Open Molecules 2025 dataset; level of theory: ωB97M-V/def2-TZVPD.

CARTESIAN COORDINATES (ANGSTROEM)
I  -3.404  0.390  0.589
I  3.684  -1.699  0.827
O  0.307  2.092  -1.869
N  0.676  1.259  -1.098
C  0.911  0.537  -0.226
C  -2.166  -1.300  0.878
H  -1.127  -1.274  0.266
H  1.119  -0.005  0.632

Summary:
**Total charge**: -1
**F_max**: 2.61 eV/A
**Relative energy (zero: lowest compared OMol25 entry of this formula, charge and spin)**: 3.518 eV
**LUMO energy (spin up / spin down)**: 0.8174 / 0.8222 eV
**Gap between HOMO and LUMO (spin up / spin down)**: 4.6 / 4.6 eV
**DFT total energy**: -802.63148 a.u.

# 5
A 2-piece molecular cluster, C2H2I2NO2 overall at a distorted geometry. Source: the Open Molecules 2025 dataset; level of theory: ωB97M-V/def2-TZVPD.

CARTESIAN COORDINATES (ANGSTROEM)
I  2.533  -0.236  -0.432
I  -0.239  -2.942  -0.388
O  -1.188  1.523  -0.011
O  0.737  2.462  -0.632
N  0.573  0.287  -0.523
C  -0.697  -1.195  0.532
C  -0.002  1.514  -0.335
H  -0.324  -0.976  1.578
H  -1.392  -0.437  0.212

Summary:
**Total charge**: -1
**F_max**: 2.94 eV/A
**⟨S²⟩**: 2.02
**LUMO energy (spin up / spin down)**: 2.7394 / 1.9252 eV
**Gap between HOMO and LUMO (spin up / spin down)**: 5.8 / 6.6 eV
**DFT total energy**: -877.92984 a.u.
**2S+1**: 3

# 6
C2H2I2P2S2 as an isolated structure at a distorted geometry. Source: the Open Molecules 2025 dataset; level of theory: ωB97M-V/def2-TZVPD.

CARTESIAN COORDINATES (ANGSTROEM)
I  -0.032  -3.828  2.294
I  1.626  -2.332  -1.550
S  -1.461  -4.171  -1.299
S  -0.601  -4.529  -4.442
P  -1.461  -2.622  0.078
P  -0.877  -3.142  -3.149
C  -0.019  -0.315  -0.005
C  -0.029  -1.577  -0.415
H  0.787  0.368  -0.218
H  -0.838  0.062  0.584

Summary:
**F_max**: 1.98 eV/A
**Relative energy (zero: lowest compared OMol25 entry of this formula, charge and spin)**: 0.464 eV
**LUMO energy**: -2.0044 eV
**Gap between HOMO and LUMO**: 7.0 eV
**DFT total energy**: -2151.87506 a.u.

# 7
C2H2I4S as an isolated structure at a distorted geometry. Source: the Open Molecules 2025 dataset; level of theory: ωB97M-V/def2-TZVPD.

CARTESIAN COORDINATES (ANGSTROEM)
I  2.086  0.497  -2.309
I  1.065  -2.122  3.754
I  -0.295  1.949  -0.081
I  -1.805  -0.610  2.201
S  0.726  -1.762  0.472
C  0.298  0.434  -1.276
C  0.304  -0.983  2.027
H  -0.291  -0.481  -1.087
H  0.752  0.081  1.850

Summary:
**F_max**: 2.28 eV/A
**Relative energy (zero: lowest compared OMol25 entry of this formula, charge and spin)**: 3.364 eV
**LUMO energy (spin up / spin down)**: -2.4390 / -2.4412 eV
**Gap between HOMO and LUMO (spin up / spin down)**: 5.9 / 5.9 eV
**DFT total energy**: -1666.22391 a.u.

# 8
C2H2IN2PS as an isolated structure at a distorted geometry. Source: the Open Molecules 2025 dataset; level of theory: ωB97M-V/def2-TZVPD.

CARTESIAN COORDINATES (ANGSTROEM)
I  -1.672  3.469  -0.097
S  -2.775  0.927  -2.061
P  2.009  -1.576  1.249
N  -1.129  0.726  0.094
N  -0.332  -0.167  0.217
C  0.551  -0.916  0.449
C  -1.816  1.411  -0.853
H  3.030  -0.967  0.267
H  2.135  -2.906  0.735

Summary:
**F_max**: 3.46 eV/A
**Relative energy (zero: lowest compared OMol25 entry of this formula, charge and spin)**: 2.606 eV
**LUMO energy**: -0.7087 eV
**Gap between HOMO and LUMO**: 7.9 eV
**DFT total energy**: -1224.00043 a.u.